1.
ORCA calculation (ωB97M-V with the def2-TZVPD basis set) on a molecular structure, C20H50AuNO2P2Si4 at a distorted geometry.

Computed properties:
net charge: +2
total energy: -2973.22511 hartree
M: 707.9 g/mol
⟨S²⟩: 2.0092
HOMO level (alpha / beta): -12.8 / -14.2 eV
multiplicity: 3

Last column: Mulliken charge in e.
Geometry (Å):
Au1 -0.10 0.25 0.52  0.6746
P1 1.95 -0.88 0.12  0.6034
C1 2.28 -1.26 -1.67  -1.0489
C2 1.02 -1.70 -2.40  0.2449
N1 -0.11 -1.20 -1.91  0.2705
C3 -1.28 -1.48 -2.49  0.1494
C4 -1.35 -2.31 -3.61  -0.7768
C5 -0.17 -2.85 -4.16  -0.6018
C6 1.04 -2.53 -3.53  -0.7401
C7 -2.51 -0.88 -1.83  -1.0250
P2 -2.07 0.55 -0.72  0.5289
H1 2.03 -2.86 -3.85  0.4787
H2 -2.36 -2.48 -3.99  0.4972
H3 -0.20 -3.48 -5.05  0.4358
H4 -3.26 -0.52 -2.56  0.6105
H5 -3.05 -1.62 -1.21  0.4731
H6 2.69 -0.32 -2.10  0.4613
H7 3.08 -2.02 -1.74  0.6300
H8 1.52 4.01 -2.20  0.3053
O1 1.89 3.24 -2.70  -0.5929
H9 2.40 3.67 -3.43  0.2944
H10 -1.05 4.71 -0.18  0.3129
O2 -0.68 5.27 -0.89  -0.6137
H11 -1.25 6.07 -0.89  0.3156
C8 -1.98 1.91 -1.92  -1.0635
H12 -2.94 1.98 -2.48  0.4280
H13 -1.78 2.87 -1.43  0.2363
H14 -1.15 1.72 -2.61  0.3987
C9 -3.65 0.71 0.17  -0.9880
H15 -3.70 1.65 0.73  0.1485
H16 -4.48 0.70 -0.55  0.5114
H17 -3.75 -0.13 0.86  0.2458
C10 2.03 -2.56 0.84  -1.2740
H18 2.91 -3.09 0.45  0.4597
H19 2.11 -2.52 1.94  0.2941
H20 1.12 -3.12 0.57  0.3626
C11 3.57 -0.19 0.56  -1.2013
H21 3.70 -0.08 1.64  0.2388
H22 4.37 -0.85 0.19  0.4785
H23 3.67 0.80 0.09  0.3954
C12 3.35 1.70 3.30  -1.1651
Si1 1.58 2.18 3.71  0.6160
C13 1.41 1.98 5.58  -1.0396
C14 1.36 3.95 3.08  -1.0619
Si2 -0.33 1.02 2.77  -0.5169
Si3 -1.01 -0.98 3.90  0.1797
C15 -1.39 -0.50 5.69  -0.8938
C16 -2.59 -1.66 3.08  -1.0123
C17 0.25 -2.37 3.93  -1.0740
Si4 -2.10 2.52 3.39  0.3918
C18 -1.75 3.42 5.02  -1.2410
C19 -2.20 3.74 1.96  -0.9838
C20 -3.78 1.67 3.59  -1.0983
H24 4.06 2.32 3.88  0.4736
H25 3.55 1.88 2.23  0.2407
H26 3.53 0.64 3.54  0.3359
H27 2.18 2.60 6.06  0.4215
H28 0.42 2.30 5.94  0.2910
H29 1.59 0.93 5.85  0.3053
H30 1.41 3.95 1.98  0.3158
H31 0.41 4.39 3.42  0.2285
H32 2.20 4.54 3.47  0.4459
H33 -2.17 0.27 5.75  0.1975
H34 -1.74 -1.39 6.24  0.4746
H35 -0.47 -0.13 6.18  0.2799
H36 -2.40 -1.88 2.02  0.2326
H37 -2.89 -2.61 3.57  0.4790
H38 -3.42 -0.95 3.18  0.2720
H39 0.24 -2.92 2.97  0.2161
H40 1.26 -1.98 4.10  0.3342
H41 0.02 -3.09 4.74  0.4750
H42 -0.81 3.99 5.03  0.3661
H43 -2.58 4.14 5.17  0.4715
H44 -1.76 2.73 5.88  0.3477
H45 -2.50 3.25 1.03  0.3203
H46 -2.97 4.47 2.24  0.4190
H47 -1.25 4.27 1.83  0.2911
H48 -4.19 1.25 2.66  0.2951
H49 -3.77 0.89 4.37  0.3455
H50 -4.46 2.47 3.91  0.4657

2.
ORCA calculation (ωB97M-V with the def2-TZVPD basis set) on 3 unconnected molecules or ions with the total composition C20H50BI2N3O8P2 at a distorted geometry.

Computed properties:
total energy: -2861.08896 hartree
M: 787.2 g/mol
HOMO level: -8.6 eV
SMILES string: CO[C@H](B(C)O)[C@](N[PH2]=O)([C@@H](I)[C@H](C)I)P(C)O.COCCNCCOC.COCCNCCOC

Last column: Mulliken charge in e.
Geometry (Å):
C1 3.27 -2.42 5.14  -0.7108
O1 2.37 -2.49 4.05  -0.4135
C2 2.71 -1.59 2.97  -1.8958
B1 1.68 -0.36 3.10  0.6970
C3 0.14 -0.43 3.30  -1.0754
O2 2.26 0.91 3.14  -0.5331
C4 2.90 -2.40 1.66  2.2660
N1 4.24 -3.05 1.86  -0.2518
P1 4.76 -4.41 0.99  0.5519
O3 6.22 -4.53 1.00  -0.7332
C5 3.07 -1.55 0.39  -1.8814
I1 1.20 -0.89 -0.50  0.1349
C6 3.94 -0.30 0.48  -0.2036
C7 4.02 0.42 -0.87  -1.4944
I2 5.99 -0.65 1.07  0.1387
P2 1.69 -3.88 1.67  -0.1599
C8 1.33 -4.30 -0.07  -1.0529
O4 0.22 -3.31 2.14  -0.3572
H1 3.36 -1.41 5.52  0.2581
H2 4.25 -2.80 4.88  0.2564
H3 2.86 -3.04 5.92  0.3180
H4 3.70 -1.21 3.18  0.5698
H5 -0.10 -0.87 4.25  0.3974
H6 -0.37 -0.99 2.54  0.3037
H7 -0.30 0.56 3.28  0.2397
H8 2.80 0.98 3.95  0.3141
H9 4.32 -3.30 2.84  0.3327
H10 4.29 -4.25 -0.32  -0.0097
H11 4.21 -5.59 1.52  0.0904
H12 3.49 -2.17 -0.37  0.8998
H13 3.55 0.41 1.18  0.3317
H14 3.94 -0.27 -1.69  0.3481
H15 4.98 0.88 -0.96  0.5559
H16 3.30 1.22 -0.93  0.3682
H17 1.22 -5.36 -0.19  0.3503
H18 2.08 -3.94 -0.76  0.3558
H19 0.41 -3.83 -0.37  0.3084
H20 0.10 -3.70 3.02  0.3486
C9 -2.11 2.99 2.14  -0.8959
O5 -2.48 1.86 2.91  -0.0968
C10 -3.21 2.18 4.09  -0.9194
C11 -4.65 1.73 4.02  -0.1769
N2 -5.42 2.51 3.07  -0.3115
C12 -6.76 1.99 2.80  -0.7010
C13 -6.89 0.61 2.17  -0.4675
O6 -6.42 0.52 0.84  -0.4306
C14 -5.03 0.29 0.71  -0.4867
H21 -1.42 2.64 1.37  0.2112
H22 -2.97 3.46 1.65  0.3643
H23 -1.59 3.74 2.75  0.3927
H24 -3.15 3.25 4.31  0.4151
H25 -2.73 1.65 4.91  0.3437
H26 -5.10 1.84 5.01  0.3761
H27 -4.65 0.66 3.78  0.1746
H28 -4.91 2.56 2.20  0.0966
H29 -7.25 2.70 2.13  0.3740
H30 -7.33 2.00 3.73  0.3920
H31 -7.96 0.38 2.12  0.3481
H32 -6.44 -0.18 2.79  0.3487
H33 -4.64 -0.33 1.53  0.2595
H34 -4.47 1.23 0.66  0.1332
H35 -4.88 -0.24 -0.23  0.2972
C15 0.92 0.54 -8.06  -0.7357
O7 1.72 0.59 -6.90  -0.3328
C16 2.16 1.90 -6.55  -0.8362
C17 1.50 2.36 -5.27  -0.0377
N3 0.08 2.62 -5.47  -0.3399
C18 -0.68 2.85 -4.24  -0.8591
C19 -0.76 1.71 -3.23  0.1167
O8 -1.50 0.59 -3.66  -0.4367
C20 -0.79 -0.36 -4.44  -0.4954
H36 0.78 -0.51 -8.32  0.2347
H37 -0.07 0.98 -7.90  0.3070
H38 1.40 1.04 -8.90  0.3451
H39 1.98 2.60 -7.36  0.4080
H40 3.23 1.84 -6.38  0.3965
H41 1.98 3.29 -4.94  0.3890
H42 1.68 1.59 -4.51  0.0464
H43 -0.33 1.84 -5.96  0.1029
H44 -1.70 3.10 -4.53  0.3758
H45 -0.26 3.73 -3.74  0.3900
H46 -1.29 2.10 -2.36  0.2633
H47 0.23 1.40 -2.87  -0.0095
H48 0.26 -0.42 -4.14  0.2137
H49 -0.86 -0.13 -5.51  0.2063
H50 -1.25 -1.33 -4.27  0.2840

3.
ORCA calculation (ωB97M-V with the def2-TZVPD basis set) on 3 unconnected molecules or ions with the total composition C20H50IN3O5P at a distorted geometry.

Computed properties:
net charge: +1
total energy: -1971.03855 hartree
M: 570.5 g/mol
HOMO level: -10.3 eV

Last column: Mulliken charge in e.
Geometry (Å):
C1 0.57 1.16 5.04  -0.8687
C2 1.14 2.68 4.71  -0.3249
C3 2.39 2.67 3.61  -0.4127
C4 2.92 4.20 3.33  -0.6401
N1 3.00 4.59 1.87  -0.3951
P1 1.48 4.31 0.98  0.4506
I1 -0.44 5.64 1.78  0.1137
C5 1.84 4.85 -0.86  -0.5280
C6 1.74 3.54 -1.84  -0.2456
O1 2.51 3.64 -3.09  -0.4119
C7 2.92 2.31 -3.58  -0.3089
C8 1.68 1.35 -4.04  -0.3336
H1 -0.37 1.20 5.76  0.3060
H2 0.24 0.58 4.06  0.1256
H3 1.42 0.50 5.54  0.2878
H4 1.44 3.16 5.73  0.3097
H5 0.26 3.31 4.26  0.1514
H6 2.15 2.04 2.65  0.2802
H7 3.27 2.08 4.17  0.3335
H8 2.26 4.93 3.98  0.3098
H9 4.03 4.26 3.75  0.3276
H10 3.84 4.20 1.39  0.3807
H11 1.15 2.88 0.89  0.0480
H12 2.85 5.44 -0.92  0.3450
H13 0.93 5.55 -1.16  0.3583
H14 2.04 2.58 -1.20  0.2729
H15 0.59 3.44 -2.16  0.1658
H16 3.62 1.72 -2.82  0.2502
H17 3.60 2.48 -4.55  0.2974
H18 2.06 0.22 -3.93  0.2623
H19 0.71 1.44 -3.38  -0.1889
H20 1.35 1.48 -5.16  0.2961
C9 -5.64 1.88 -2.26  -0.7020
O2 -4.75 0.82 -2.59  -0.3505
C10 -3.57 1.28 -3.25  -0.9661
C11 -2.34 1.04 -2.36  0.4967
N2 -2.35 1.95 -1.20  -0.2570
C12 -1.35 1.62 -0.19  0.4798
C13 -1.51 0.27 0.55  0.0777
O3 -2.67 0.22 1.39  -0.4943
C14 -3.86 -0.20 0.72  -0.5658
H21 -6.56 1.44 -1.87  0.2413
H22 -5.21 2.52 -1.49  0.2868
H23 -5.89 2.48 -3.14  0.3480
H24 -3.64 2.33 -3.57  0.4267
H25 -3.46 0.67 -4.16  0.3916
H26 -1.43 1.22 -2.94  -0.0326
H27 -2.35 0.00 -2.04  0.0277
H28 -3.27 1.92 -0.77  0.1636
H29 -1.38 2.42 0.56  -0.0458
H30 -0.35 1.65 -0.64  -0.3138
H31 -0.66 0.17 1.23  0.3018
H32 -1.47 -0.59 -0.12  -0.2367
H33 -3.66 -0.90 -0.09  0.2285
H34 -4.40 0.67 0.35  0.2139
H35 -4.50 -0.70 1.46  0.3173
C15 2.97 -4.81 1.82  -0.7174
O4 2.84 -5.21 0.46  -0.3394
C16 2.24 -6.51 0.32  -0.7926
C17 0.86 -6.39 -0.35  -0.1990
N3 -0.11 -5.76 0.55  -0.3175
C18 -1.37 -5.40 -0.10  -0.7430
C19 -1.30 -4.30 -1.19  -0.6142
O5 -0.96 -3.01 -0.68  -0.2769
C20 0.44 -2.77 -0.60  -0.6428
H36 3.53 -3.87 1.85  0.2244
H37 1.98 -4.64 2.27  0.3099
H38 3.52 -5.56 2.40  0.3496
H39 2.18 -7.05 1.27  0.3933
H40 2.90 -7.08 -0.34  0.3915
H41 0.51 -7.39 -0.63  0.3976
H42 0.99 -5.80 -1.26  0.1680
H43 0.30 -4.92 0.95  0.0629
H44 -2.04 -5.05 0.69  0.3727
H45 -1.82 -6.30 -0.53  0.4316
H46 -2.31 -4.20 -1.60  0.3563
H47 -0.66 -4.58 -2.03  0.3728
H48 1.00 -3.29 -1.37  0.3713
H49 0.81 -3.04 0.39  0.1878
H50 0.60 -1.69 -0.72  0.2022